(P)
{
  "formula": "C8H13N4",
  "method": "ωB97M-V with the def2-TZVPD basis set",
  "species": ["C", "C", "C", "C", "C", "C", "C", "C", "N", "N", "N", "N", "H", "H", "H", "H", "H", "H", "H", "H", "H", "H", "H", "H", "H"],
  "xyz": [[0.1394, 1.0631, -0.2212], [0.7728, -0.1710, -0.1971], [-1.4251, -0.5084, -0.0897], [1.7794, 2.6614, 0.0848], [3.7671, -0.5688, 0.3502], [-2.7362, -1.0776, -0.0107], [-2.1927, 1.7794, -0.2419], [0.1465, -2.5025, -0.0087], [0.5123, 2.3980, -0.1287], [3.0150, -1.1162, -0.4780], [-1.1852, 0.7694, -0.1601], [-0.2089, -1.1175, -0.0589], [2.1799, 3.6958, 0.1718], [2.6825, 2.0081, 0.1121], [3.6395, -0.1878, 1.3384], [4.8555, -0.8011, 0.0935], [-2.6259, -1.9739, 0.6533], [-3.2982, -1.4738, -0.9519], [-3.4297, -0.3385, 0.4930], [-1.7066, 2.7161, -0.0182], [-2.6227, 1.8212, -1.2571], [-2.9251, 1.5000, 0.5088], [-0.4199, -2.9817, 0.8056], [1.1799, -2.6250, 0.2523], [0.1064, -2.9688, -1.0416]],
  "multiplicity": 1,
  "e_homo_ev": [-12.45, -12.45],
  "orbital_gap_ev": [7.02, 7.02],
  "total_charge": 1
}


(Q)
{
  "formula": "C8H13N4",
  "method": "ωB97M-V with the def2-TZVPD basis set",
  "species": ["C", "C", "N", "C", "N", "C", "N", "C", "C", "C", "N", "C", "H", "H", "H", "H", "H", "H", "H", "H", "H", "H", "H", "H", "H"],
  "xyz": [[0.8574, 1.1382, -1.9689], [1.1624, -0.1139, -2.3239], [1.8334, -1.0168, -1.5686], [1.6039, -1.1522, -0.3173], [1.9802, -2.3054, 0.3586], [1.0132, -2.5714, 1.2601], [0.0854, -1.6671, 1.3180], [0.5033, -0.6213, 0.4911], [-0.2045, 0.5497, 0.5205], [0.1922, 1.9731, 0.7450], [-1.5621, 0.2823, 1.0956], [-2.6473, 0.4212, 0.1042], [1.4105, 1.6112, -1.1872], [0.2739, 1.7706, -2.6137], [0.8432, -0.5386, -3.2672], [2.7286, -2.9063, 0.0567], [1.0280, -3.4418, 1.8887], [-0.3245, 2.6700, 0.0904], [1.2628, 2.1186, 0.6482], [-0.0617, 2.2299, 1.7781], [-1.4631, -0.7031, 1.4428], [-1.7603, 0.8977, 1.8926], [-2.4453, -0.2167, -0.7526], [-3.6013, 0.1376, 0.5430], [-2.7086, 1.4544, -0.2342]],
  "multiplicity": 1,
  "e_homo_ev": [-12.38, -12.38],
  "orbital_gap_ev": [8.27, 8.27],
  "total_charge": 1,
  "smiles": "C=C/N=C1/NC=N/C1=C(/C)[NH2+]C"
}


Stability, lowest: (P)


(P)
{
  "formula": "C5H8Br2",
  "method": "ωB97M-V with the def2-TZVPD basis set",
  "species": ["C", "C", "C", "C", "C", "Br", "Br", "H", "H", "H", "H", "H", "H", "H", "H"],
  "xyz": [[0.6744, -0.2435, 1.1363], [0.3252, 0.1713, -0.0355], [2.0709, -0.0289, 1.6647], [-1.4264, 0.1196, -2.0884], [-1.2686, -0.0637, -0.6130], [-1.8335, -1.8570, -0.0718], [-2.3901, 1.2226, 0.3502], [0.1650, -0.8782, 1.8731], [0.9389, 1.0193, -0.5320], [1.6948, 0.5653, 2.5701], [2.8287, 0.4917, 1.0646], [2.4748, -1.1220, 2.0385], [-1.4961, 1.2617, -2.3055], [-0.5462, -0.2058, -2.4988], [-2.2119, -0.4525, -2.5527]],
  "multiplicity": 1,
  "e_homo_ev": -9.48,
  "orbital_gap_ev": 10.14
}


(Q)
{
  "formula": "C5H8Br2",
  "method": "ωB97M-V with the def2-TZVPD basis set",
  "species": ["C", "C", "C", "C", "C", "Br", "Br", "H", "H", "H", "H", "H", "H", "H", "H"],
  "xyz": [[-0.8111, 0.3177, -1.0382], [-0.3747, -0.2516, 0.0335], [-2.1037, -0.0075, -1.7699], [1.3639, -0.1527, 2.0378], [1.4223, 0.1844, 0.5693], [2.4578, -1.1893, -0.3915], [2.0009, 1.9505, -0.1439], [-0.2171, 1.1218, -1.4881], [-0.5773, -1.0216, 0.8138], [-2.8082, 0.7856, -1.8007], [-2.4997, -0.8585, -1.3433], [-1.9687, -0.3085, -2.8595], [0.7123, 0.4966, 2.6879], [1.0738, -1.0977, 2.1594], [2.3296, 0.0305, 2.5333]],
  "multiplicity": 1,
  "e_homo_ev": -9.54,
  "orbital_gap_ev": 10.05
}


Stability, lowest: (Q)


(P)
{
  "formula": "C3H8ClN2",
  "method": "ωB97M-V with the def2-TZVPD basis set",
  "species": ["C", "C", "N", "C", "N", "Cl", "H", "H", "H", "H", "H", "H", "H", "H"],
  "xyz": [[2.0788, 0.9977, -0.2656], [0.8509, 0.1455, -0.2587], [-0.0476, 0.0840, 0.7122], [-1.3751, -0.4772, 0.5269], [-1.4221, -1.5566, -0.3274], [-2.1499, 0.9612, -0.1217], [2.4126, 1.2358, 0.7050], [2.8405, 0.8044, -0.9464], [1.6282, 1.9751, -0.6282], [0.6801, -0.6292, -1.0090], [-0.0363, 0.8317, 1.3949], [-1.8534, -0.6723, 1.4191], [-1.9407, -2.3896, 0.0794], [-1.6660, -1.3106, -1.2804]],
  "multiplicity": 1,
  "e_homo_ev": -14.86,
  "orbital_gap_ev": 9.80,
  "total_charge": 1,
  "smiles": "C/C=[NH+]/[C@H](N)Cl"
}


(Q)
{
  "formula": "C3H8ClN2",
  "method": "ωB97M-V with the def2-TZVPD basis set",
  "species": ["C", "C", "N", "C", "N", "Cl", "H", "H", "H", "H", "H", "H", "H", "H"],
  "xyz": [[-1.5901, 1.3524, -0.0531], [-0.8723, 0.0370, -0.1958], [0.4058, -0.2603, -0.0289], [0.7239, -1.6228, -0.1695], [1.4555, 0.6489, 0.1937], [3.0188, 0.0290, 0.5220], [-1.1362, 2.1507, 0.6391], [-2.6221, 1.1029, 0.3022], [-1.6117, 1.9158, -1.0728], [-1.4627, -0.9993, -0.3669], [1.1110, -2.0026, 0.9065], [1.5582, -1.6494, -0.9774], [-0.2004, -2.0976, -0.5276], [1.2221, 1.3954, 0.8284]],
  "multiplicity": 1,
  "e_homo_ev": -14.26,
  "orbital_gap_ev": 9.64,
  "total_charge": 1,
  "smiles": "C/C=[N+](/C)NCl"
}


Stability, lowest: (Q)


(P)
{
  "formula": "H2N2O2",
  "method": "ωB97M-V with the def2-TZVPD basis set",
  "species": ["N", "N", "O", "O", "H", "H"],
  "xyz": [[-0.2202, 0.2200, -0.1541], [-1.2459, 0.2426, -1.0646], [-0.9174, 0.3766, -2.2333], [-2.3373, 0.1831, -0.6015], [0.6403, 0.1939, -0.6783], [-0.6490, 0.0247, 0.7339]],
  "multiplicity": 1,
  "e_homo_ev": -11.42,
  "orbital_gap_ev": 12.23,
  "smiles": "N[N+](=O)[O-]"
}


(Q)
{
  "formula": "H2N2O2",
  "method": "ωB97M-V with the def2-TZVPD basis set",
  "species": ["N", "N", "O", "O", "H", "H"],
  "xyz": [[-2.1630, 0.2774, -0.1271], [0.6444, -0.4999, -0.3294], [-1.3630, -0.5026, 0.1650], [1.2808, 0.5256, 0.2369], [0.6094, -1.1861, 0.4142], [0.9913, 1.3856, -0.3597]],
  "multiplicity": 1,
  "e_homo_ev": [-8.67, -8.54],
  "orbital_gap_ev": [8.97, 8.23]
}


Stability, lowest: (Q)